No. 1
20
Properties=species:S:1:pos:R:3 method="wB97M-V/def2-TZVPD" homo_ev=-9.36 e_lumo_ev=0.89 energy_ev=-9495.705 orbital_gap_ha=0.377 e_above_lowest_kj_mol=493.4
C -0.217 0.777 0.437
C -0.103 1.332 -1.029
C -0.200 0.054 -2.074
C -0.463 -1.113 -0.952
C 0.199 -0.729 0.270
C 0.465 -0.741 1.736
C 0.800 0.788 1.701
H -1.782 -0.155 0.949
H 0.912 1.746 -1.135
H -0.773 2.115 -1.292
H 0.628 -0.067 -2.622
H -0.954 0.051 -3.005
H -0.058 -2.142 -1.362
H -1.485 -1.440 -0.940
H 1.284 -1.158 -0.061
H -0.318 -1.011 2.590
H 1.283 -1.542 2.037
H 0.466 1.445 2.663
H 1.857 1.018 1.592
O -1.541 0.772 0.497

=====

No. 2
9
Properties=species:S:1:pos:R:3 method="wB97M-V/def2-TZVPD" homo_ev=-9.75 e_lumo_ev=0.37 energy_ev=-25775.690 orbital_gap_ha=0.372 e_above_lowest_kj_mol=76.4
N 1.457 0.416 0.501
O -1.261 -1.579 0.175
O 0.539 0.729 -1.905
P 0.351 1.083 -0.510
S -0.916 2.320 0.259
H 2.027 -0.342 0.157
H 1.340 0.499 1.495
H -1.501 -2.050 -0.624
H -2.036 -1.076 0.452

=====

No. 3
53
Properties=species:S:1:pos:R:3 method="wB97M-V/def2-TZVPD" homo_ev=-11.71 e_lumo_ev=-4.89 energy_ev=-48203.177 orbital_gap_ha=0.250 e_above_lowest_kj_mol=120.7 charge=+1
Au 0.465 -0.485 0.116
O -0.455 -2.686 3.251
C -0.319 -2.307 2.124
O 0.667 -1.443 1.799
C -1.219 -2.731 1.001
C -2.008 -3.887 1.089
C -2.696 -4.275 -0.023
C -2.609 -3.521 -1.217
C -3.288 -3.890 -2.404
C -3.187 -3.119 -3.524
C -2.406 -1.941 -3.510
C -1.734 -1.561 -2.384
C -1.819 -2.353 -1.220
N -1.144 -1.991 -0.087
H -2.026 -4.431 2.022
H -3.308 -5.169 -0.011
H -3.887 -4.793 -2.403
H -3.708 -3.404 -4.427
H -2.345 -1.335 -4.404
H -1.139 -0.657 -2.360
O -0.659 3.126 -1.599
C 0.044 2.144 -1.426
O -0.389 1.076 -0.833
C 1.458 2.168 -2.015
N 1.654 3.594 -2.469
C 2.103 3.579 -3.897
C 1.410 2.346 -4.454
C 1.520 1.328 -3.308
H 2.195 1.874 -1.275
H 2.256 4.139 -1.857
H 0.674 3.948 -2.361
H 3.186 3.458 -3.912
H 1.839 4.518 -4.375
H 1.896 1.997 -5.362
H 0.367 2.565 -4.689
H 2.457 0.776 -3.355
H 0.713 0.599 -3.330
F 9.571 0.992 -1.903
C 9.107 -0.269 -1.834
F 9.335 -0.836 -3.032
F 9.840 -0.922 -0.926
C 7.638 -0.284 -1.500
C 6.756 0.325 -2.384
C 5.403 0.337 -2.102
C 4.924 -0.257 -0.931
C 5.818 -0.868 -0.055
C 7.175 -0.881 -0.340
C 3.519 -0.238 -0.613
C 2.350 -0.256 -0.317
H 7.132 0.785 -3.289
H 4.711 0.801 -2.792
H 5.444 -1.329 0.849
H 7.870 -1.355 0.338

=====

No. 4
21
Properties=species:S:1:pos:R:3 method="wB97M-V/def2-TZVPD" homo_ev=-9.40 e_lumo_ev=-0.16 energy_ev=-65015.979 orbital_gap_ha=0.340 e_above_lowest_kj_mol=0.0
Zn -0.038 -0.420 0.019
C 3.197 1.974 -0.413
C 1.957 1.100 -0.296
O 1.753 0.434 0.755
O 1.157 1.053 -1.267
H 3.735 2.096 0.522
H 2.891 2.924 -0.841
H 3.879 1.463 -1.099
C -3.915 0.223 0.080
C -2.433 -0.063 0.082
O -1.638 0.859 0.408
O -1.962 -1.180 -0.293
H -4.137 0.870 -0.772
H -4.098 0.843 0.958
H -4.569 -0.638 0.011
O 1.069 -1.878 -1.025
H 1.912 -2.262 -0.756
H 1.047 -1.946 -1.989
O 0.054 -1.510 1.738
H 0.828 -1.867 2.191
H -0.691 -2.077 1.987

=====

No. 5
8
Properties=species:S:1:pos:R:3 method="wB97M-V/def2-TZVPD" homo_ev="-7.43 / -10.34" e_lumo_ev="0.32 / -3.10" spin_multiplicity=3 energy_ev=-17500.756 orbital_gap_ha="0.285 / 0.266" e_above_lowest_kj_mol=157.3
C 1.729 0.381 -0.592
N -1.982 -0.865 -0.052
O -1.219 -0.691 2.213
O 0.897 1.108 -0.049
S -1.494 0.131 1.068
H 2.708 0.813 -0.849
H 1.468 -0.655 -0.905
H -2.107 -0.222 -0.833

=====

No. 6
16
Properties=species:S:1:pos:R:3 method="wB97M-V/def2-TZVPD" homo_ev="-8.27 / -8.41" e_lumo_ev="-0.99 / -0.87" energy_ev=-9770.209 orbital_gap_ha="0.267 / 0.277" e_above_lowest_kj_mol=514.3
C -0.127 1.709 -0.600
C -1.200 -0.523 1.414
N 0.548 0.478 -0.903
C 0.839 -0.421 0.088
N 2.128 -0.894 0.002
O -0.794 -0.787 -1.448
N 0.048 -1.031 0.933
H -0.862 -1.178 -2.333
H 2.303 -1.754 0.496
H 2.694 -0.505 -0.734
H -1.200 1.572 -0.436
H 0.296 2.174 0.297
H -0.018 2.375 -1.455
H -1.827 -0.015 0.678
H -1.797 -1.370 1.754
H -1.031 0.169 2.247

=====

No. 7
13
Properties=species:S:1:pos:R:3 method="wB97M-V/def2-TZVPD" homo_ev=-9.59 e_lumo_ev=1.21 energy_ev=-6323.509 orbital_gap_ha=0.397 e_above_lowest_kj_mol=160.1
C -0.979 -0.344 -1.662
O 0.030 0.478 -1.126
C 0.525 -0.091 0.030
C 1.195 0.699 1.086
C -0.152 0.068 1.365
H -1.857 -0.350 -1.002
H -0.629 -1.383 -1.781
H -1.244 0.061 -2.639
H 1.027 -1.049 -0.137
H 2.055 0.110 1.365
H 1.314 1.780 1.088
H -0.220 -0.771 2.052
H -1.013 0.734 1.391

=====

No. 8
14
Properties=species:S:1:pos:R:3 method="wB97M-V/def2-TZVPD" homo_ev=-8.98 e_lumo_ev=1.00 energy_ev=-9737.037 orbital_gap_ha=0.367 e_above_lowest_kj_mol=578.5
C 1.514 0.531 0.567
C 1.227 0.679 -0.701
C -1.326 -1.310 0.155
N -1.528 1.003 0.218
N -1.268 2.182 0.236
N -0.997 -0.009 -0.386
O 0.102 0.161 -1.281
H 2.423 1.106 0.826
H 0.842 0.065 1.288
H 1.899 1.107 -1.349
H -1.905 -2.004 -0.534
H -0.555 -2.027 0.427
H -1.954 -1.047 1.003
H -0.542 2.505 -0.461

=====

No. 9
10
Properties=species:S:1:pos:R:3 method="wB97M-V/def2-TZVPD" homo_ev="-9.44 / -8.78" e_lumo_ev="-0.10 / -0.08" energy_ev=-92967.567 orbital_gap_ha="0.343 / 0.320"
C 1.444 -1.609 0.346
C -1.078 1.519 0.417
N -0.496 -0.022 -1.285
O 0.874 -2.491 -0.136
O -0.302 0.881 -0.357
F -1.838 -0.134 -1.628
Cl 1.267 -1.079 1.955
Br 2.702 -0.578 -0.644
H -0.510 2.180 0.912
H -2.062 1.334 0.420

=====

No. 10
100
Properties=species:S:1:pos:R:3 method="wB97M-V/def2-TZVPD" homo_ev=-9.97 e_lumo_ev=0.04 energy_ev=-62652.632 orbital_gap_ha=0.368 e_above_lowest_kj_mol=647.8
C -3.324 -5.581 0.119
C -1.836 -5.919 0.281
O -1.305 -6.351 -0.966
O -3.983 -6.711 -0.395
H -3.511 -4.724 -0.528
H -3.646 -5.348 1.134
H -1.608 -6.709 0.996
H -1.273 -5.026 0.552
H -0.726 -5.658 -1.294
H -3.510 -6.991 -1.182
C 0.159 1.836 10.116
C -0.490 1.402 11.440
O -1.719 1.922 11.538
O 0.142 0.855 9.106
H 1.227 1.792 10.329
H -0.167 2.842 9.852
H 0.222 1.601 12.241
H -0.633 0.327 11.549
H -2.318 1.485 12.148
H -0.738 0.832 8.724
C 10.501 -0.949 -2.349
C 9.245 -1.792 -2.180
O 8.257 -1.444 -3.052
O 11.066 -1.027 -3.741
H 11.186 -1.221 -1.546
H 10.370 0.086 -2.034
H 8.578 -1.577 -1.345
H 9.451 -2.861 -2.230
H 8.097 -2.176 -3.652
H 10.281 -0.870 -4.271
C 7.589 -3.951 4.781
C 8.565 -3.088 5.555
O 9.433 -3.742 6.539
O 8.192 -4.755 3.830
H 6.904 -3.280 4.263
H 7.115 -4.519 5.582
H 7.983 -2.334 6.085
H 9.288 -2.640 4.872
H 10.221 -3.202 6.632
H 8.922 -5.118 4.337
C 0.916 0.132 -0.260
C -0.113 0.294 0.807
O -1.047 1.322 0.337
O 0.391 -0.570 -1.315
H 1.784 -0.351 0.190
H 1.348 1.060 -0.637
H 0.441 0.674 1.664
H -0.697 -0.613 0.966
H -1.970 1.071 0.422
H -0.386 -0.053 -1.539
C -7.623 -0.017 2.652
C -8.735 1.000 2.933
O -9.455 1.442 1.768
O -6.786 0.234 1.573
H -8.022 -0.985 2.349
H -6.968 -0.217 3.500
H -8.437 1.895 3.479
H -9.440 0.461 3.566
H -8.829 1.681 1.081
H -7.212 -0.135 0.795
C -3.254 -3.059 -7.726
C -3.418 -2.988 -9.279
O -3.011 -1.781 -9.891
O -3.659 -1.803 -7.279
H -2.181 -3.114 -7.543
H -3.881 -3.896 -7.418
H -4.421 -3.183 -9.659
H -2.860 -3.843 -9.659
H -3.683 -1.638 -10.561
H -3.641 -1.395 -8.148
C -0.520 7.217 3.215
C -1.889 7.909 3.544
O -3.046 7.507 2.754
O -0.462 5.860 3.640
H 0.284 7.566 3.864
H -0.243 7.095 2.168
H -1.864 8.999 3.550
H -2.046 7.674 4.596
H -3.212 6.568 2.866
H -1.023 5.307 3.091
C -8.396 7.867 -2.077
C -7.963 6.713 -2.948
O -7.225 5.851 -2.132
O -7.469 8.798 -1.623
H -9.073 7.574 -1.275
H -9.199 8.323 -2.656
H -7.455 7.007 -3.866
H -8.875 6.226 -3.295
H -6.494 5.485 -2.635
H -6.800 8.349 -1.100
C 5.978 -3.378 -8.514
C 4.891 -2.731 -7.608
O 4.579 -3.635 -6.619
O 7.224 -3.264 -7.900
H 5.972 -2.842 -9.464
H 5.942 -4.448 -8.716
H 3.930 -2.636 -8.114
H 5.104 -1.733 -7.224
H 4.106 -3.150 -5.939
H 7.881 -3.118 -8.584

=====

No. 11
10
Properties=species:S:1:pos:R:3 method="wB97M-V/def2-TZVPD" homo_ev=-9.62 e_lumo_ev=0.10 energy_ev=-8200.601 orbital_gap_ha=0.357 e_above_lowest_kj_mol=316.9
O 1.614 -0.684 -1.067
C 0.726 -0.029 -0.251
C -0.700 0.104 -0.524
C -1.239 0.338 0.691
N -0.264 0.344 1.692
N 0.856 -0.026 1.216
H 1.256 -1.548 -1.309
H -1.189 0.024 -1.488
H -2.269 0.512 0.972
H 1.207 0.966 0.069

=====

No. 12
14
Properties=species:S:1:pos:R:3 method="wB97M-V/def2-TZVPD" homo_ev=-8.44 e_lumo_ev=0.18 energy_ev=-10200.718 orbital_gap_ha=0.317 e_above_lowest_kj_mol=503.8
C -0.015 -0.776 -0.467
C 0.740 -0.308 -1.712
C -0.512 1.575 -0.148
C -0.310 0.433 0.461
H -0.465 -1.770 1.161
H 0.132 -2.677 -0.541
H 1.036 -0.901 -2.533
H -1.016 2.406 0.304
H 0.884 0.044 2.306
H -0.795 0.866 2.575
N 0.086 -1.979 0.169
N 0.548 1.028 -2.167
N 0.099 1.976 -1.382
N -0.412 0.083 1.975

=====

No. 13
9
Properties=species:S:1:pos:R:3 method="wB97M-V/def2-TZVPD" homo_ev=-16.40 e_lumo_ev=-4.95 energy_ev=-6702.411 orbital_gap_ha=0.421 e_above_lowest_kj_mol=218.0 charge=+1
C -0.617 -1.422 0.683
C 0.620 0.257 0.524
C -0.122 0.583 -0.542
N -1.100 -1.005 -0.439
O 0.451 -0.857 1.281
H -0.737 -2.488 1.100
H 1.247 0.983 0.951
H -0.769 0.816 -1.330
H -1.584 -1.427 -1.250

=====

No. 14
22
Properties=species:S:1:pos:R:3 method="wB97M-V/def2-TZVPD" homo_ev=-12.26 e_lumo_ev=-4.06 energy_ev=-82510.563 orbital_gap_ha=0.301 e_above_lowest_kj_mol=125.7 charge=+1
C -2.967 0.687 -0.399
C -2.093 -0.380 -0.291
C -2.387 1.995 -0.287
C -1.048 2.031 0.066
C 1.927 0.020 0.160
C 1.395 -1.204 -0.028
C -0.741 -0.257 0.049
C 1.167 1.209 0.623
C 2.122 -2.554 -0.191
N -0.211 0.990 0.219
N 0.017 -1.321 0.071
Br 3.786 0.545 -0.046
H -4.052 0.546 -0.799
H -2.521 -1.316 -0.269
H -2.805 3.023 -0.334
H -0.659 3.004 0.218
H 1.300 1.297 1.684
H 1.535 2.104 0.196
H 1.459 -3.260 0.291
H 2.987 -2.365 0.371
H 2.316 -2.611 -1.206
H -0.524 -2.183 -0.097

=====

No. 15
51
Properties=species:S:1:pos:R:3 method="wB97M-V/def2-TZVPD" homo_ev=-8.48 e_lumo_ev=-0.85 energy_ev=-64898.462 orbital_gap_ha=0.281 e_above_lowest_kj_mol=1674.7
C 3.363 4.084 1.176
C 3.366 2.559 1.095
H 3.332 2.264 2.096
C 4.478 1.903 0.342
O 5.241 2.427 -0.403
N 4.409 0.501 0.573
C 5.293 -0.437 0.148
C 6.495 0.111 -0.843
C 7.342 -0.827 -1.317
C 7.208 -2.250 -1.046
C 5.982 -2.414 -0.323
C 5.043 -1.583 0.064
Cl 3.761 -2.391 0.912
Cl 5.769 -4.208 -0.072
H 7.841 -2.958 -1.552
H 8.199 -0.559 -1.637
H 6.730 0.980 -0.814
H 3.686 0.093 1.150
O 2.100 2.313 0.363
C 1.349 1.136 0.920
O 1.784 0.313 1.528
C -0.040 0.983 0.270
C -0.409 1.926 -0.755
C -1.685 1.664 -1.274
C -2.339 0.647 -1.374
C -1.772 -0.431 -0.214
C -0.638 -0.452 0.427
H -0.224 -0.812 1.115
C -2.930 -1.588 0.017
O -2.798 -2.583 0.656
N -3.854 -1.102 -1.030
C -3.681 -0.035 -1.760
O -4.364 0.526 -2.417
C -5.088 -2.137 -1.177
C -6.157 -1.636 -0.171
C -6.984 -0.363 -0.466
C -7.921 -0.163 0.282
N -8.013 -0.674 1.931
C -7.166 -1.601 1.993
C -6.300 -1.991 1.195
H -5.412 -2.968 1.560
H -7.373 -1.971 3.218
H -8.769 0.564 0.272
H -7.052 -0.244 -1.451
H -5.514 -1.804 -2.254
H -4.637 -3.118 -0.997
H -1.920 2.214 -2.123
H 0.318 2.541 -0.990
H 4.228 4.481 1.531
H 3.263 4.503 0.117
H 2.459 4.569 1.508

=====

No. 16
45
Properties=species:S:1:pos:R:3 method="wB97M-V/def2-TZVPD" homo_ev="-14.42 / -14.42" e_lumo_ev="-8.13 / -10.08" spin_multiplicity=2 energy_ev=-96892.952 orbital_gap_ha="0.231 / 0.160" e_above_lowest_kj_mol=73.1 charge=+2
Ir 0.524 -0.439 -1.457
C 1.803 2.410 1.280
C 2.056 1.567 0.220
N 0.958 0.832 -0.035
N -0.002 1.194 0.858
C 0.495 2.143 1.651
B -1.426 0.521 0.817
N -1.077 -0.994 0.898
C -1.375 -1.939 1.790
C -0.918 -3.163 1.325
C -0.323 -2.892 0.116
N -0.428 -1.576 -0.160
N -2.017 0.766 -0.594
C -3.202 1.228 -1.017
C -3.193 1.249 -2.403
C -1.941 0.775 -2.769
N -1.245 0.492 -1.658
N -2.340 1.054 1.857
C -2.695 2.362 2.034
C -3.574 2.418 3.079
C -3.711 1.076 3.490
N -2.977 0.262 2.764
H 2.481 3.118 1.723
H 2.969 1.446 -0.337
H -0.099 2.543 2.455
H -1.905 -1.671 2.688
H -1.030 -4.124 1.795
H 0.140 -3.570 -0.574
H -3.969 1.508 -0.315
H -3.985 1.566 -3.057
H -1.514 0.634 -3.749
H -2.321 3.144 1.392
H -4.072 3.285 3.474
H -4.322 0.678 4.285
Cl 2.474 1.060 -2.900
C 3.280 -0.333 -2.259
C 2.372 -1.353 -1.948
C 2.901 -2.676 -1.886
Cl 1.886 -3.986 -2.264
C 4.249 -2.873 -1.646
Cl 4.878 -4.421 -1.349
C 5.122 -1.751 -1.707
Cl 6.753 -1.949 -1.444
C 4.632 -0.456 -2.104
Cl 5.692 0.839 -2.359

=====

No. 17
25
Properties=species:S:1:pos:R:3 method="wB97M-V/def2-TZVPD" homo_ev="-19.51 / -19.50" e_lumo_ev="-6.92 / -11.90" spin_multiplicity=2 energy_ev=-9458.357 orbital_gap_ha="0.463 / 0.279" e_above_lowest_kj_mol=102.7 charge=+2
C -0.103 -0.745 -1.186
N 0.231 -1.512 -0.008
C -0.867 -1.863 0.842
C -0.494 -2.872 1.923
C -0.142 0.850 -0.862
N 0.280 1.527 -2.165
C 0.688 2.786 0.604
C 0.595 1.252 0.383
H 0.506 -0.863 -2.075
H -1.141 -0.999 -1.385
H 0.844 -2.324 -0.151
H -1.255 -0.981 1.369
H -1.738 -2.283 0.319
H -0.986 -2.594 2.856
H 0.542 -2.801 2.253
H -0.782 -3.907 1.748
H -1.221 0.983 -0.805
H 1.246 1.375 -2.459
H -0.464 1.320 -2.832
H 0.222 2.528 -1.944
H 0.740 3.245 -0.382
H 1.524 3.112 1.218
H -0.174 3.134 1.165
H 1.651 0.953 0.314
H 0.298 0.681 1.259

=====

No. 18
19
Properties=species:S:1:pos:R:3 method="wB97M-V/def2-TZVPD" homo_ev=-10.91 e_lumo_ev=1.14 energy_ev=-5411.325 orbital_gap_ha=0.443 e_above_lowest_kj_mol=69.9
C -1.322 0.831 0.728
C -1.315 -0.652 1.173
C -2.415 1.006 -0.344
H -0.318 1.142 0.472
H -1.631 1.499 1.533
H -0.335 -1.008 1.457
H -2.127 -0.796 1.885
H -2.129 1.887 -0.952
H -3.413 1.209 0.027
H -1.606 -1.328 0.361
H -2.409 0.325 -1.200
C 2.234 0.235 -0.439
C 2.472 -1.257 -0.805
H 1.234 0.500 -0.757
H 2.453 0.329 0.620
H 2.963 0.848 -0.966
H 1.709 -1.563 -1.519
H 2.544 -1.874 0.084
H 3.411 -1.334 -1.359

=====

No. 19
10
Properties=species:S:1:pos:R:3 method="wB97M-V/def2-TZVPD" homo_ev=-9.18 e_lumo_ev=0.42 energy_ev=-9412.978 orbital_gap_ha=0.353 e_above_lowest_kj_mol=118.0
B 0.567 -0.298 -0.565
C -1.308 1.501 0.697
N 0.150 -0.181 0.886
O -2.323 0.988 0.879
O 0.578 -1.534 -1.184
O 0.691 0.933 -1.175
H 0.704 0.310 1.620
H -0.507 -0.765 1.368
H 0.643 -2.331 -0.567
H 0.804 1.376 -1.959

=====

No. 20
13
Properties=species:S:1:pos:R:3 method="wB97M-V/def2-TZVPD" homo_ev=-8.81 e_lumo_ev=0.16 energy_ev=-10280.121 orbital_gap_ha=0.329 e_above_lowest_kj_mol=451.2
C 0.978 -0.421 -0.738
C -0.781 -0.389 0.661
C 0.179 1.200 -0.200
O -1.716 -1.213 0.157
O -0.186 -0.897 1.739
N -0.906 0.944 0.489
N 0.882 2.162 -0.548
H -2.300 -0.681 -0.404
H -0.404 -1.838 1.818
H 0.559 3.063 -0.204
H 1.974 -0.241 -0.339
H 0.770 -1.486 -0.626
H 0.951 -0.202 -1.805